(1)
Computed, not measured: C25H75N16O11 as an isolated structure, with ωB97M-V/def2-TZVPD.

The calculation puts the HOMO energy at -3.210 eV. As for the energy above the lowest of the compared OMol25 structures with the same formula, charge and spin: 3868.1 kJ/mol. Its net charge is -1. Its multiplicity is 1. The HOMO-LUMO gap is 4.9364 eV.

Element x y z (Å)
1 C -0.94 0.36 0.21
2 C 0.46 0.32 0.75
3 C 1.03 -1.06 0.67
4 O 1.33 1.29 0.12
5 H -1.52 -0.37 0.77
6 H -1.10 0.16 -0.85
7 H -1.39 1.34 0.38
8 H 0.30 0.56 1.81
9 H 2.10 -1.07 0.88
10 H 0.95 -1.35 -0.38
11 H 0.51 -1.77 1.31
12 C -2.43 2.96 -3.16
13 C -1.90 1.51 -2.95
14 C -0.31 1.29 -2.99
15 O 0.12 0.06 -3.35
16 C 0.12 -0.08 -4.80
17 N -2.47 1.01 -1.71
18 H -3.51 3.09 -3.02
19 H -2.15 3.28 -4.16
20 H -1.98 3.75 -2.57
21 H -2.22 0.95 -3.83
22 H -0.11 1.30 -1.92
23 H 0.39 2.02 -3.39
24 H -0.82 -0.52 -5.13
25 H 0.97 -0.70 -5.11
26 H 0.16 0.83 -5.39
27 H -1.69 1.09 -1.08
28 H -2.60 0.01 -1.75
29 C -1.15 -2.67 -4.32
30 C -0.58 -2.68 -2.95
31 C 0.91 -2.65 -2.91
32 O 1.26 -2.75 -1.62
33 C 2.60 -2.51 -1.42
34 N -1.14 -1.47 -2.35
35 H -2.22 -2.83 -4.38
36 H -0.83 -3.57 -4.85
37 H -0.93 -1.79 -4.92
38 H -0.96 -3.54 -2.40
39 H 1.31 -1.71 -3.30
40 H 1.20 -3.51 -3.52
41 H 2.98 -1.79 -2.14
42 H 3.21 -3.42 -1.40
43 H 2.58 -1.94 -0.50
44 H -0.57 -1.24 -1.55
45 H -0.88 -0.76 -3.01
46 C 0.43 -5.78 1.47
47 C 0.07 -5.31 2.85
48 C 1.14 -4.33 3.48
49 O 1.23 -3.11 2.63
50 C 2.36 -3.08 1.76
51 N -1.29 -4.81 2.84
52 H 0.50 -4.88 0.86
53 H -0.28 -6.51 1.09
54 H 1.32 -6.40 1.50
55 H 0.03 -6.12 3.58
56 H 2.07 -4.85 3.72
57 H 0.78 -3.97 4.44
58 H 2.25 -2.51 0.84
59 H 2.56 -4.10 1.44
60 H 3.22 -2.69 2.32
61 H -1.52 -4.47 3.77
62 H -1.32 -3.97 2.28
63 C -2.21 4.29 2.78
64 C -3.25 3.22 2.69
65 C -2.71 1.77 2.47
66 O -3.78 1.03 1.94
67 C -3.64 -0.38 1.96
68 N -4.10 3.33 3.88
69 H -1.38 4.16 3.47
70 H -2.66 5.26 3.02
71 H -1.84 4.54 1.78
72 H -3.85 3.44 1.81
73 H -2.35 1.47 3.45
74 H -1.86 1.77 1.79
75 H -4.57 -0.89 1.71
76 H -3.50 -0.72 2.99
77 H -2.86 -0.69 1.27
78 H -4.74 2.60 3.62
79 H -3.65 2.97 4.71
80 C 1.77 3.23 2.21
81 O 2.25 2.26 2.80
82 N 1.99 4.47 2.46
83 N 1.16 3.15 1.06
84 H 1.99 5.15 1.71
85 H 2.66 4.62 3.21
86 H 0.92 2.32 0.54
87 H 0.78 4.01 0.68
88 C 2.52 3.43 -0.99
89 O 3.18 2.99 -0.06
90 N 1.42 2.87 -1.30
91 N 2.95 4.15 -1.85
92 H 1.07 2.20 -0.64
93 H 0.91 3.27 -2.08
94 H 2.68 4.07 -2.82
95 H 3.76 4.74 -1.66
96 C -1.35 -2.98 0.62
97 O -1.91 -3.33 1.56
98 N -0.06 -3.33 0.42
99 N -1.90 -2.28 -0.37
100 H 0.37 -3.78 1.22
101 H 0.51 -3.01 -0.35
102 H -1.26 -2.03 -1.10
103 H -2.91 -2.26 -0.41
104 C -0.91 3.88 -0.40
105 O 0.10 4.40 -0.01
106 N -0.93 2.59 -0.68
107 N -1.98 4.51 -0.71
108 H -1.79 2.24 -1.07
109 H -0.12 2.03 -0.45
110 H -2.84 4.01 -0.89
111 H -1.94 5.50 -0.49
112 C 2.78 0.46 -1.94
113 O 3.66 0.39 -1.08
114 N 1.46 0.49 -1.84
115 N 3.11 0.17 -3.20
116 H 0.93 0.34 -2.68
117 H 1.10 0.62 -0.90
118 H 4.09 -0.03 -3.41
119 H 2.46 0.13 -3.97
120 C 2.64 -0.68 3.43
121 O 3.11 -0.71 2.29
122 N 2.40 0.42 4.16
123 N 2.00 -1.71 3.91
124 H 2.78 1.23 3.69
125 H 2.02 0.33 5.09
126 H 2.06 -2.57 3.37
127 H 1.70 -1.67 4.87

(2)
Computed, not measured: one molecule with the formula C2H3N3O3, with ωB97M-V/def2-TZVPD.

Its SMILES is Nn1c(O)noc1=O. The calculation puts the HOMO energy at -10.122 eV. As for the energy above the lowest of the compared OMol25 structures with the same formula, charge and spin: 196.9 kJ/mol. Its net charge is 0. Its multiplicity is 1. The HOMO-LUMO gap is 10.2635 eV.

Element x y z (Å)
1 C 0.86 -0.50 -0.14
2 C -1.06 0.59 -0.46
3 H -0.38 0.72 2.55
4 H -0.73 -0.89 2.53
5 H 1.56 -1.22 1.52
6 N -0.22 -0.06 1.97
7 N -0.28 -0.08 0.60
8 N 0.97 -0.30 -1.39
9 O 1.97 -1.26 0.51
10 O -0.21 0.58 -1.55
11 O -2.08 1.17 -0.37

- Look up the net charge of the first one.
  -1

- Which of these has the highest HOMO-LUMO gap?
  C2H3N3O3